1.
Entry from the Open Molecules 2025 dataset: a molecular structure, C20H29ClNPSn (ωB97M-V with the def2-TZVPD basis set).

Calculated values
- total charge = +2
- spin multiplicity = 1
- HOMO energy (alpha / beta) (eV) = -13.0656 / -13.5779
- frontier orbital gap (alpha / beta) (eV) = 4.713 / 4.431

```
53
Properties=species:S:1:pos:R:3:mulliken_charge:R:1
H -0.59719 -3.16837 -2.86405 0.51
H 1.51698 5.08145 -1.14497 0.39
C -1.55399 -0.79583 -1.71969 0.97
C -1.37768 0.14577 4.57740 0.67
C -1.70076 1.56723 -3.22513 -0.93
N 1.06160 -2.42488 -1.89997 0.39
H 2.23757 -0.95387 -2.79189 0.24
H 2.59958 -1.74584 -0.65320 0.31
H 2.49013 4.36516 0.18419 0.39
H -2.22070 -2.71493 -1.00779 0.52
C 0.32043 -0.33226 6.22610 -0.42
H 0.83142 4.90465 0.50308 0.37
C -2.04189 0.34377 -3.81126 -0.74
H 0.69676 -1.32673 -3.63961 0.28
C -1.41241 0.44927 -1.09676 -0.12
H 0.81636 1.33256 1.15214 -0.63
H 1.33400 1.40428 -2.61620 0.12
C 2.00144 -2.65444 -0.84247 -0.75
C -1.29296 -2.12086 -1.05790 0.56
C -0.25746 -2.99171 -1.83143 -1.14
C -0.92227 -0.90122 3.74663 0.70
Cl -2.69032 1.15938 4.06384 -0.19
C -0.77835 0.42724 5.80381 -0.62
C 1.85523 2.19184 -2.05413 -0.96
H 1.43832 1.73323 0.96016 0.71
H -0.83546 3.73392 -2.04908 0.50
H -1.42583 3.27531 -0.40935 0.38
H -2.18208 -1.80044 -3.52807 0.48
C -1.54380 -1.18871 2.42316 -1.74
C 1.48184 4.44015 -0.25247 -1.15
C 1.53559 -1.75515 -3.07354 -0.64
H -2.33836 0.30367 -4.86349 0.42
C 0.20644 -1.63245 4.18646 -0.45
P 0.88224 2.76655 -0.62489 0.53
H 0.60298 -2.42261 3.54353 0.33
H 1.66712 -1.94950 5.72636 0.38
H 2.70728 -3.46365 -1.11012 0.37
H 2.08024 -2.45119 -3.73729 0.34
Sn -1.36689 0.70317 1.15329 0.76
H -2.63498 -1.31939 2.45238 0.54
H 2.78575 1.75701 -1.65907 0.39
H 0.78708 -0.11693 7.18735 0.39
H -1.68460 2.48798 -3.81428 0.39
H 1.47340 -2.96027 0.07399 0.29
H -1.16066 1.23823 6.42088 0.43
C -0.83689 2.93767 -1.28214 -1.12
C -1.35826 1.62528 -1.86291 0.40
H -1.05819 -2.01748 1.90036 0.51
C -1.95855 -0.83155 -3.06694 -0.65
H -0.15518 -3.96753 -1.31826 0.56
H -0.94104 -2.00748 -0.02950 -0.96
C 0.80583 -1.35764 5.40995 -0.70
H 2.11114 2.99814 -2.75723 0.41
```


2.
Entry from the Open Molecules 2025 dataset: 3 unconnected molecules or ions with the total composition C20H29F11N3O10S (ωB97M-V with the def2-TZVPD basis set).

Calculated values
- total charge = +1
- spin multiplicity = 1
- HOMO energy (eV) = -12.2277
- energy above the lowest of the compared OMol25 structures with the same formula, charge and spin (eV) = 0.385
- frontier orbital gap (eV) = 9.026

```
74
Properties=species:S:1:pos:R:3:mulliken_charge:R:1
H -4.99798 -1.95599 -6.18282 0.40
F 2.48014 1.41502 -3.34196 -0.31
H 0.94931 -2.72379 -0.05459 0.46
O 9.99165 -0.42433 0.32506 -0.50
H -4.23958 0.46942 1.72726 0.23
O -3.37014 -0.89761 -3.42537 -0.30
S 1.88247 2.23136 -2.13817 1.42
F 0.97423 3.04233 -3.15826 -0.31
F 1.29995 3.14781 -0.97121 -0.30
C 0.94542 -0.43631 -1.34121 0.72
C 0.87688 -1.95999 0.71523 -1.28
C -5.55897 -1.51419 -3.27693 -0.60
F -0.09100 -1.26160 -1.71050 -0.30
C -2.82964 -1.14701 1.85451 2.00
C -3.72601 -0.90572 -2.13955 0.31
C 0.63244 2.00660 3.50485 0.46
O 0.70337 2.78454 2.62514 -0.35
C -1.34937 0.64428 3.23845 0.77
C -3.16152 0.34163 1.60966 -1.67
F 1.71220 1.44976 4.02845 -0.24
H -2.67548 -0.11277 4.71991 0.33
C -4.49303 -1.20606 -5.57600 -1.48
N -2.49277 1.32086 2.56320 0.51
O 7.90495 -0.64426 -0.50537 -0.38
F 2.03010 -0.90892 -1.98060 -0.30
C -0.39633 -2.11952 1.58046 -0.35
H 6.03729 0.53848 -2.27211 0.38
H 1.70979 -2.15058 1.39399 0.43
H -3.51732 -0.99877 -6.01258 0.37
H -6.09421 -0.58472 -3.47690 0.32
H -3.21346 1.62543 3.22614 0.61
C -1.29059 2.41158 4.91009 0.75
H -2.93076 0.66823 0.60187 0.71
H -1.17033 -0.99145 4.59696 0.41
C 8.90147 0.00452 0.15605 0.58
F -1.32312 3.62865 4.37253 -0.18
H -5.07143 -0.28232 -5.61945 0.35
C 1.08032 -0.53405 0.17733 -0.54
F 2.83359 1.51902 -1.07463 -0.33
C 0.49753 0.96156 -1.86635 0.43
H -3.87860 -2.83163 1.62359 0.41
F -0.08031 0.78365 -3.06945 -0.33
N -0.55308 1.47554 4.12886 0.36
H 4.71980 0.22393 -1.14756 0.06
H -2.04428 -2.43144 0.27552 0.71
O -2.07590 2.46722 1.86353 -0.38
H -0.18156 -1.64840 2.53912 0.09
C 7.20803 1.46988 -0.03811 -0.56
H -6.25472 -2.34719 -3.32014 0.31
C 6.68235 0.07144 -0.26621 0.60
C -1.95752 -0.53350 4.00011 -0.96
H -4.23704 -1.72702 0.50809 0.16
F -0.45169 1.49278 -1.07476 -0.20
H 5.70462 -1.10876 -1.77934 0.39
O -3.03511 -0.51447 -1.23757 -0.25
H -0.68651 0.32213 2.43840 -1.26
O 8.46629 1.21564 0.59396 -0.34
N -4.06920 -1.83974 1.50409 -0.84
H 0.46043 0.21407 0.66791 -0.17
F 3.02291 3.30155 -2.34341 -0.30
H 2.11074 -0.24003 0.38398 0.83
H 6.57157 2.07502 0.60370 0.29
H -0.51830 -3.18886 1.74919 0.48
H 7.39347 2.00559 -0.97208 0.36
O -2.58368 -1.49638 3.19409 -0.43
O -4.95956 -1.41350 -1.96683 -0.35
H -1.45691 -0.82359 0.17018 -0.57
H -3.99308 -2.72575 -4.14319 0.29
C -1.67229 -1.60823 0.87907 -0.23
O -1.84920 2.17729 5.91921 -0.40
C -4.34302 -1.69102 -4.15548 0.46
H 6.23624 -0.33591 0.64653 0.27
H -2.87274 2.83681 1.44886 0.39
C 5.72777 -0.07824 -1.42645 -1.12
```